Entry 1:
The following is a quantum chemistry calculation of an isolated molecule of C5H4N4O2S, from OMol25.

```
16
Properties=species:S:1:pos:R:3
O -1.98 0.43 -3.68
C -1.18 0.10 -2.65
N 0.11 -0.01 -2.96
C 0.96 -0.36 -2.01
S 2.67 -0.60 -2.33
C 0.50 -0.52 -0.71
N 0.97 -0.92 0.54
C -0.11 -0.95 1.40
O -0.14 -1.25 2.71
N -1.23 -0.65 0.83
C -0.84 -0.38 -0.48
N -1.67 -0.07 -1.44
H -1.42 0.73 -4.38
H 2.98 -0.89 -1.06
H 1.91 -1.15 0.82
H -1.08 -1.19 2.92
```

Largest force on an atom   2.30 eV Å⁻¹
Frontier orbital gap   0.33421 Ha
Relative energy (zero: lowest compared OMol25 entry of this formula, charge and spin)   0.000 eV
Net charge   0

Entry 2:
The following is a quantum chemistry calculation of a cluster of 2 separate species, C5H4NO2S in total, from OMol25.

```
13
Properties=species:S:1:pos:R:3
C 0.49 0.31 1.88
C 0.82 0.29 -1.92
C -1.73 0.17 0.98
C -0.48 0.63 0.91
C 0.82 -0.81 -0.85
N 1.26 0.09 2.70
O 0.11 1.28 -1.93
O 1.72 -0.13 -2.67
S -0.09 -2.18 -0.91
H -2.04 -0.53 1.74
H -2.46 0.45 0.24
H -0.18 1.32 0.13
H 1.75 -0.88 -0.30
```

Largest force on an atom   1.74 eV Å⁻¹
Frontier orbital gap   0.26758 Ha
Relative energy (zero: lowest compared OMol25 entry of this formula, charge and spin)   0.893 eV
Net charge   -1

Entry 3:
The following is a quantum chemistry calculation of a structure of composition C5H4NORhSSbSe4, from OMol25.

```
18
Properties=species:S:1:pos:R:3
Rh -1.98 -0.33 -0.21
Se -6.41 -0.88 -0.74
Sb -4.53 0.05 -1.88
Se -3.32 1.61 -0.22
Se -2.68 -1.74 -2.02
Se -4.54 1.22 -3.98
O -0.48 -0.70 1.39
N 0.74 -0.34 1.06
C 1.71 -0.50 2.00
C 3.01 -0.16 1.75
C 3.33 0.37 0.49
C 2.35 0.52 -0.44
C 1.02 0.17 -0.16
S -0.23 0.36 -1.33
H 1.34 -0.91 2.93
H 3.75 -0.30 2.52
H 4.35 0.65 0.26
H 2.56 0.92 -1.42
```

Largest force on an atom   1.68 eV Å⁻¹
Frontier orbital gap   0.21160 Ha
Net charge   -1

Entry 4:
The following is a quantum chemistry calculation of an isolated molecule of C5H4O, from OMol25.

```
10
Properties=species:S:1:pos:R:3
O 1.64 -0.02 1.57
C 1.32 -0.19 0.42
C 1.02 0.43 -0.85
C -0.02 -0.59 -0.07
C -1.64 -0.62 -0.22
C -1.07 -0.05 0.86
H 1.46 0.00 -1.72
H 0.86 1.43 -0.75
H -2.33 -1.18 -0.76
H -1.23 0.79 1.53
```

Largest force on an atom   5.88 eV Å⁻¹
Frontier orbital gap   0.33794 Ha
Relative energy (zero: lowest compared OMol25 entry of this formula, charge and spin)   5.010 eV
Net charge   0

Entry 5:
The following is a quantum chemistry calculation of an isolated molecule of C5H4O, from OMol25.

```
10
Properties=species:S:1:pos:R:3
C 0.35 -0.99 -0.26
C 1.69 -0.48 -0.02
C -0.54 0.02 -0.42
C -0.34 1.36 -0.47
C -1.51 0.89 0.25
O 1.84 0.72 0.29
H 0.06 -2.05 -0.60
H 2.44 -1.34 -0.05
H -2.43 1.13 -0.07
H -1.57 0.74 1.33
```

Largest force on an atom   4.13 eV Å⁻¹
Frontier orbital gap (spin up / spin down)   0.28289 / 0.28290 Ha
Relative energy (zero: lowest compared OMol25 entry of this formula, charge and spin)   5.383 eV
Net charge   0

Entry 6:
The following is a quantum chemistry calculation of a structure of composition C5H4O2, from OMol25.

```
11
Properties=species:S:1:pos:R:3
O 2.14 0.52 -0.94
C 1.10 0.26 -0.38
C 0.18 1.17 0.41
C -1.13 0.45 0.69
C -0.95 -0.86 0.18
C 0.41 -1.12 -0.42
O 0.87 -2.15 -0.84
H 0.60 1.31 1.42
H 0.09 2.17 -0.01
H -1.66 -0.08 -0.45
H -1.66 -1.67 0.35
```

Largest force on an atom   0.68 eV Å⁻¹
Frontier orbital gap   0.28123 Ha
Relative energy (zero: lowest compared OMol25 entry of this formula, charge and spin)   3.952 eV
Net charge   0

Entry 7:
The following is a quantum chemistry calculation of an isolated molecule of C5H4O2, from OMol25.

```
11
Properties=species:S:1:pos:R:3
O 2.31 0.56 2.29
C 1.40 0.41 1.56
C 0.51 0.30 0.63
C 0.34 -0.85 -0.34
C -0.87 -0.19 -1.00
C -0.74 0.92 0.14
O -1.42 1.85 0.48
H 1.21 -0.75 -0.88
H -0.04 -1.77 0.10
H -1.85 -0.67 -0.96
H -0.85 0.19 -2.02
```

Largest force on an atom   2.82 eV Å⁻¹
Frontier orbital gap   0.36135 Ha
Relative energy (zero: lowest compared OMol25 entry of this formula, charge and spin)   1.768 eV
Net charge   0

Entry 8:
The following is a quantum chemistry calculation of an isolated molecule of C5H4O2, from OMol25.

```
11
Properties=species:S:1:pos:R:3
O -1.93 -0.50 -1.43
C -1.36 0.19 -0.69
C -0.90 1.09 0.17
C 0.32 0.82 0.89
C 1.09 -0.19 0.48
C 0.70 -1.12 -0.63
O 0.81 -1.04 -1.83
H -1.51 1.98 0.25
H 0.56 1.41 1.78
H 1.86 -0.64 1.11
H 0.33 -2.04 -0.15
```

Largest force on an atom   1.94 eV Å⁻¹
Frontier orbital gap   0.31637 Ha
Relative energy (zero: lowest compared OMol25 entry of this formula, charge and spin)   2.084 eV
Net charge   0